Entry 1:
ORCA calculation (ωB97M-V/def2-TZVPD) on a 2-piece molecular cluster, C3H11N2O overall in a non-equilibrium geometry.

The spin multiplicity is 2. The calculation puts the LUMO energy (alpha / beta) at -0.3533 / -0.5349 Ha. The charge is +2. Its HOMO energy (alpha / beta) is -20.4 / -20.0 eV.

Positions of all 17 atoms, in Å:
C -0.81 -2.02 -1.33
C 0.07 -0.77 -1.54
N 0.84 0.51 1.82
C 0.20 0.13 0.74
N 0.78 -0.39 -0.33
H -1.62 -1.84 -0.61
H -1.30 -2.30 -2.25
H -0.21 -2.80 -0.87
H 0.85 -1.02 -2.24
H -0.43 0.12 -1.95
H 1.86 0.53 1.94
H 0.30 0.69 2.65
H -0.87 0.35 0.71
H 1.80 -0.51 -0.35
H -1.07 3.42 1.56
H 0.11 3.21 0.77
O -0.51 2.67 1.29

---

Entry 2:
ORCA calculation (ωB97M-V/def2-TZVPD) on a 2-piece molecular cluster, C3H11N2O2 overall in a non-equilibrium geometry.

The spin multiplicity is 1. The calculation puts the LUMO energy at 0.1379 Ha. The charge is -1. Its HOMO energy is -3.2 eV.

Positions of all 18 atoms, in Å:
C 0.01 -1.52 2.53
N -1.13 -0.61 2.29
C -0.55 0.67 1.67
O 0.23 0.51 0.56
H 0.62 -1.61 1.62
H -0.36 -2.51 2.75
H 0.65 -1.17 3.36
H -1.65 -0.97 1.48
H -0.02 1.18 2.49
H -1.43 1.25 1.37
N -0.47 0.47 -1.94
C 0.81 0.53 -2.56
O 0.70 1.13 -3.90
H -0.36 0.45 -0.89
H -1.11 -0.25 -2.24
H 1.50 1.13 -1.92
H 1.19 -0.50 -2.57
H 1.39 1.82 -4.11

---

Entry 3:
ORCA calculation (ωB97M-V/def2-TZVPD) on a 2-piece molecular cluster, C3H11N2O2 overall in a non-equilibrium geometry.

The spin multiplicity is 2. The calculation puts the LUMO energy (alpha / beta) at 0.0231 / 0.0124 Ha. The charge is 0. Its HOMO energy (alpha / beta) is -3.3 / -10.4 eV.

Positions of all 18 atoms, in Å:
C -0.17 -0.47 -1.16
C -0.37 0.10 0.24
C -1.27 -0.77 1.09
N -1.29 -0.50 2.42
O -2.00 -1.60 0.59
N 1.07 0.08 -1.79
H -1.00 -0.19 -1.79
H -0.14 -1.55 -1.07
H 0.57 0.24 0.78
H -0.75 1.13 0.20
H -0.55 -0.11 2.97
H -2.13 -0.70 2.95
H 1.87 0.04 -1.14
H 0.84 1.11 -1.96
H 1.28 -0.44 -2.66
H 2.40 2.40 0.07
H 3.19 2.96 -1.11
O 2.74 2.15 -0.81

---

Entry 4:
ORCA calculation (ωB97M-V/def2-TZVPD) on a 3-piece molecular cluster, C3H11N2O2 overall in a non-equilibrium geometry.

The spin multiplicity is 1. The calculation puts the LUMO energy (alpha / beta) at -0.1665 / -0.1665 Ha. The charge is +1. Its HOMO energy (alpha / beta) is -12.0 / -12.0 eV.

Positions of all 18 atoms, in Å:
C -1.18 1.52 -0.33
C 1.98 0.60 0.46
C 0.65 0.22 0.28
N 2.94 -0.04 -0.21
N -1.75 -1.89 -0.17
O -1.72 1.76 0.79
O 0.48 -0.84 -0.56
H -0.86 2.26 -0.96
H -1.41 0.50 -0.85
H 2.31 1.36 1.17
H 0.21 0.05 1.24
H 2.84 -0.94 -0.73
H 3.86 0.30 -0.13
H -2.41 -2.41 0.57
H -1.75 -2.55 -0.98
H -2.24 -1.13 -0.53
H -1.68 2.54 1.25
H -0.29 -1.33 -0.31

---

Entry 5:
ORCA calculation (ωB97M-V/def2-TZVPD) on a 2-piece molecular cluster, C3H11N2O2 overall in a non-equilibrium geometry.

The spin multiplicity is 1. The calculation puts the LUMO energy at -0.1308 Ha. The charge is +1. Its HOMO energy is -13.6 eV.

Positions of all 18 atoms, in Å:
N 0.51 1.52 -1.66
C 0.48 0.39 -0.70
C 0.65 1.00 0.69
N 0.20 0.41 1.83
C -0.58 -0.79 1.94
O 1.32 2.02 0.74
H 1.28 1.41 -2.34
H 0.77 2.42 -1.21
H -0.30 1.62 -2.28
H -0.35 -0.33 -0.81
H 1.37 -0.21 -0.89
H 0.43 1.02 2.61
H -1.60 -0.56 1.54
H -0.70 -1.22 2.93
H -0.27 -1.46 1.12
H -0.66 -2.90 -0.69
H -1.76 -2.15 -1.47
O -0.79 -2.18 -1.34

---

Entry 6:
ORCA calculation (ωB97M-V/def2-TZVPD) on a 2-piece molecular cluster, C3H11N2O2P overall in a non-equilibrium geometry.

The spin multiplicity is 1. The calculation puts the LUMO energy (alpha / beta) at -0.0035 / 0.0327 Ha. The charge is 0. Its HOMO energy (alpha / beta) is -7.4 / -8.2 eV.

Positions of all 19 atoms, in Å:
C 0.17 1.67 -1.34
C 0.89 1.86 1.11
C -0.22 1.58 0.17
N -0.61 -1.22 -1.52
N -0.91 -1.18 -0.17
O -0.66 -1.60 2.27
O 0.36 -3.28 0.54
P 0.32 -1.66 1.03
H 0.19 0.76 -1.86
H -0.65 2.27 -1.72
H 1.10 2.02 -1.64
H 1.62 1.13 0.92
H 0.46 1.85 2.18
H 1.30 2.81 0.89
H -1.18 1.90 0.31
H -0.09 -2.21 -1.70
H -1.44 -1.16 -2.14
H -1.59 -1.59 1.84
H 0.95 -3.95 0.84

---

Energy above the lowest of the compared OMol25 structures with the same formula, charge and spin / eV: 1.866 0.993 0.376 4.880 1.715 5.590
Electronic energy / eV: -8296.3425 -10363.8199 -10361.8834 -10354.8723 -10358.0376 -19649.9356